(1)
Here is a molecular structure, C46H50BeNO2PSiTe from the OMol25 dataset. Energies are from the ωB97M-V functional and the def2-TZVPD basis.

CARTESIAN COORDINATES (ANGSTROEM)
Te 0.629 -1.870 -0.414
P 1.325 2.107 1.244
Si -4.108 3.909 2.327
O -2.975 3.327 1.349
O -1.606 2.340 -0.686
N -0.673 0.280 -0.656
C 1.229 1.288 -4.326
C -1.559 -0.493 3.692
C 1.171 3.784 1.986
C 3.771 -4.887 -1.068
C 1.940 6.077 2.002
C 1.669 -3.743 -0.702
C 2.018 4.787 1.510
C 3.824 -2.405 -0.956
C 3.055 -3.703 -0.907
C 0.223 4.116 2.947
C 5.589 0.842 2.532
C 0.675 0.229 3.247
C 3.150 -6.123 -1.027
C 5.064 0.469 1.305
C 0.135 5.414 3.435
C 0.986 -2.607 -3.663
C -2.188 -2.388 -1.527
C 0.994 6.397 2.971
C 3.549 2.004 3.047
C -5.691 2.917 2.176
C -3.581 3.840 4.123
C -3.808 -3.325 -4.841
C -0.426 1.611 -2.613
C 1.035 -4.990 -0.633
C -0.441 -2.629 -3.190
C -0.440 -5.148 -0.386
C -4.502 5.682 1.896
C 1.781 -6.151 -0.806
C -0.829 -2.357 -1.878
C -2.763 -2.993 -3.811
C 3.929 -7.400 -1.199
C -0.202 -0.585 3.950
C -1.221 2.311 -3.514
C -1.421 -2.949 -4.132
C 3.782 0.870 0.951
C -3.124 -2.708 -2.500
C 0.801 1.106 -3.019
C 3.007 1.637 1.815
C 0.426 1.967 -5.232
C -2.014 0.409 2.736
C -1.167 1.231 1.987
C -0.797 2.480 -4.822
C -0.928 1.382 -1.225
C 0.202 1.117 2.288
C -2.695 -2.095 -0.143
C 4.828 1.613 3.404
Be -1.944 2.362 0.860
H -2.159 2.723 -3.172
H -1.420 3.017 -5.525
H 2.750 4.548 0.746
H -0.646 -6.123 0.055
H 5.234 1.906 4.363
H 6.589 0.535 2.810
H -2.860 4.621 4.373
H -1.011 -5.066 -1.312
H -5.563 1.924 2.610
H -4.924 5.744 0.892
H 3.369 0.580 -0.009
H 1.738 0.151 3.450
H -2.069 -2.544 0.629
H 4.843 -4.835 -1.229
H -2.693 -1.024 0.059
H -2.259 -1.127 4.224
H -0.612 5.655 4.182
H -3.112 2.875 4.325
H 4.863 -2.587 -1.230
H 3.818 -1.893 0.010
H 3.870 -8.024 -0.305
H -6.524 3.403 2.688
H 0.175 -1.282 4.689
H -3.356 -3.508 -5.816
H 1.273 -7.109 -0.752
H -4.172 -2.734 -2.221
H 3.543 -7.991 -2.031
H -3.085 0.456 2.552
H 4.981 -7.195 -1.394
H 3.392 -1.709 -1.676
H -4.438 3.948 4.791
H 0.753 2.096 -6.255
H 5.649 -0.130 0.619
H -4.372 -4.217 -4.560
H -3.602 6.298 1.918
H 2.188 0.896 -4.638
H -3.713 -2.468 -0.032
H 0.922 7.407 3.352
H 1.017 -2.387 -4.730
H 1.477 -3.567 -3.492
H 2.961 2.610 3.727
H 1.415 0.573 -2.305
H 1.572 -1.852 -3.139
H -0.456 3.356 3.314
H -0.817 -4.380 0.290
H 2.611 6.839 1.626
H -5.226 6.105 2.595
H -1.111 -3.154 -5.152
H -5.965 2.789 1.128
H -4.526 -2.510 -4.951

Results
HOMO-LUMO gap (alpha / beta): 7.208 / 7.280 eV
2S+1: 2
Net charge: -1

(2)
Here is 4 unconnected molecules or ions with the total composition C46H50Cl2F3NO6S in a non-equilibrium geometry from the OMol25 dataset. Energies are from the ωB97M-V functional and the def2-TZVPD basis.

CARTESIAN COORDINATES (ANGSTROEM)
Cl 1.595 5.638 0.591
Cl 4.631 2.897 0.032
S 3.354 3.016 -3.130
F 0.745 8.269 7.883
F -3.038 -0.133 -5.100
F 2.716 -6.122 5.690
O -1.215 1.989 1.148
O -0.365 -1.999 -2.032
O -0.232 1.342 1.971
O -0.223 -0.438 0.101
O 2.484 -1.563 4.044
O 2.786 0.697 -4.822
N 2.116 -2.908 1.593
C 2.526 6.990 5.017
C 0.032 8.042 5.655
C 0.015 -1.005 -2.614
C 0.316 7.658 4.352
C -2.871 -1.851 -6.653
C 2.883 3.356 -0.053
C -3.844 1.877 -1.618
C -3.630 -2.890 -5.836
C -0.294 -0.807 -4.054
C -0.837 -0.400 -6.714
C -2.536 1.535 -1.935
C 2.258 7.376 6.323
C -1.686 -1.217 -5.964
C 0.977 1.838 1.462
C 1.627 0.916 -2.726
C -5.870 -1.766 -5.544
C 1.765 0.560 -4.183
C 1.543 -2.173 0.443
C 1.256 1.461 0.003
C -5.038 -3.400 -3.844
C 0.437 -1.315 1.024
C 1.559 7.131 4.030
C 1.013 7.894 6.615
C -1.404 -1.414 -4.622
C 2.319 1.968 -2.121
C 0.773 0.112 -1.960
C 1.559 -7.206 7.428
C 2.628 4.773 -0.607
C 0.349 -7.520 8.030
C -0.844 -7.071 7.481
C -2.257 0.850 -3.111
C 3.410 -2.374 2.039
C 3.839 5.646 -0.885
C 0.555 -0.021 -4.814
C 3.533 -2.410 3.557
C -4.631 -2.300 -4.829
C 2.139 2.238 -0.759
C 1.545 -6.437 6.282
C 0.373 -5.975 5.716
C -0.829 -6.301 6.326
C 0.281 0.189 -6.162
C 3.411 -3.832 4.120
C -3.304 0.527 -3.951
C 0.606 0.374 -0.600
C -4.879 1.534 -2.478
C -4.613 0.855 -3.660
H 4.532 2.468 -2.818
H 2.998 7.281 7.106
H -6.694 -1.625 -4.843
H 3.495 6.577 4.770
H -2.036 -2.030 -4.000
H 4.501 -1.978 3.826
H -1.785 -7.320 7.953
H -4.212 -3.488 -6.545
H 4.487 5.189 -1.626
H 3.484 6.594 -1.285
H 4.393 5.847 0.030
H 0.947 0.808 -6.746
H 2.290 -3.846 1.260
H -0.932 8.450 5.930
H -2.943 -3.586 -5.351
H -1.052 -0.217 -7.761
H -1.758 -5.953 5.895
H 4.310 -4.137 4.655
H 2.572 -3.865 4.807
H -5.899 1.796 -2.232
H 3.501 -1.327 1.745
H -5.692 -0.808 -6.035
H 0.916 2.926 1.514
H -4.142 -1.486 -4.285
H 0.341 -8.117 8.932
H 2.045 4.718 -1.521
H 1.775 6.831 3.014
H -5.400 -4.261 -4.411
H -3.546 -1.073 -7.015
H 2.501 -7.549 7.833
H -2.470 -2.351 -7.540
H 4.248 -2.928 1.602
H 0.827 -0.766 1.883
H -5.815 -3.057 -3.163
H 2.602 3.378 0.986
H 3.234 -4.574 3.343
H 0.409 -5.371 4.818
H -4.058 2.412 -0.701
H -1.727 1.803 -1.268
H -0.336 -1.975 1.413
H 2.325 -1.576 -0.038
H -4.171 -3.739 -3.276
H 2.721 -1.263 4.926
H -5.401 0.584 -4.349
H -1.247 0.569 -3.379
H 1.786 1.525 2.125
H -1.965 1.388 1.259
H -0.439 7.772 3.585
H -6.208 -2.469 -6.309
H 1.170 -2.884 -0.288

Results
HOMO-LUMO gap: 8.020 eV
Structure (SMILES): CC(C)CCc1ccc2c(c1)C(=O)c1c(OCCNC[C@H](C)O)c(COO)c([C@@H](Cl)[C@H](C)Cl)c(S)c1C2=O.Fc1ccccc1.Fc1ccccc1.Fc1ccccc1

(3)
Here is a molecular structure, C46H50InN5OP2S from the OMol25 dataset. Energies are from the ωB97M-V functional and the def2-TZVPD basis.

CARTESIAN COORDINATES (ANGSTROEM)
In -1.737 -1.761 -1.775
S 2.228 4.649 2.723
P -1.917 0.670 0.694
P 0.761 0.381 -0.236
O -0.756 -3.788 -2.566
N -0.077 -1.536 -3.591
N 0.846 -2.531 -3.644
N -0.858 -1.641 1.958
N -1.854 0.449 -3.288
N -0.271 1.201 0.862
C 3.365 -0.482 2.752
C -3.284 3.039 0.909
C 0.131 2.501 1.421
C 2.687 -4.627 -3.403
C -0.903 1.678 -5.085
C -3.068 1.923 3.019
C 1.934 -6.902 -2.002
C 0.405 -3.615 -3.026
C 3.589 -5.664 -3.226
C -1.842 2.680 -4.908
C 0.319 -3.403 0.813
C -3.398 -1.187 2.121
C 3.216 -6.802 -2.523
C 1.486 5.612 1.387
C 0.831 3.659 -2.758
C 3.371 1.254 0.586
C -1.075 -0.822 3.130
C -0.111 -3.623 3.236
C 4.445 0.369 2.549
C 1.177 1.606 -1.534
C -2.002 -0.753 1.906
C 2.228 1.295 -2.399
C -1.974 -3.922 1.591
C 1.078 -0.467 -5.475
C -1.701 -1.275 4.384
C -3.958 4.086 1.518
C 0.756 3.866 3.453
C 0.432 2.478 2.912
C 2.296 -0.464 1.871
C -3.757 2.962 3.630
C 0.039 -0.545 -4.401
C 4.444 1.235 1.468
C 0.469 2.785 -1.741
C -4.197 4.046 2.884
C -2.969 -1.707 4.451
C -2.789 2.552 -3.906
C 2.605 2.177 -3.399
C -0.708 -3.130 1.919
C 1.401 -4.723 -2.880
C -2.749 1.411 -3.120
C -0.935 0.564 -4.250
C 1.910 3.366 -3.577
C 1.028 -5.867 -2.184
C 2.289 0.402 0.777
C -3.837 -1.661 3.293
C -2.816 1.951 1.649
H 0.945 3.816 4.525
H -3.949 2.923 4.694
H 3.442 1.934 -4.042
H -0.153 1.760 -5.856
H 0.021 -5.927 -1.794
H 4.588 -5.585 -3.635
H 3.356 -1.158 3.597
H 0.611 -0.431 -6.462
H -1.832 3.553 -5.548
H 1.638 -7.788 -1.456
H 1.069 4.975 0.609
H 0.715 6.276 1.776
H 1.025 2.833 0.890
H -0.844 -3.666 4.039
H -1.112 -1.186 5.289
H -0.377 3.027 -1.107
H -0.646 3.250 1.234
H 0.018 -2.933 -0.122
H -4.731 4.855 3.366
H 1.687 0.432 -5.363
H 0.406 -4.476 0.638
H 2.204 4.056 -4.357
H -3.384 -2.022 5.400
H -0.441 2.094 3.447
H 0.286 -4.626 3.080
H 5.281 0.359 3.235
H -2.334 -3.698 0.585
H 3.379 1.950 -0.243
H -2.728 1.093 3.623
H 1.266 1.798 3.103
H -2.777 -3.745 2.297
H -3.115 3.062 -0.163
H -3.542 3.309 -3.736
H -4.306 4.925 0.929
H 3.923 -7.609 -2.384
H 0.271 4.574 -2.904
H 2.281 6.215 0.953
H -4.086 -1.054 1.291
H -0.309 -0.061 3.240
H 0.716 -2.981 3.550
H -1.724 -4.984 1.624
H -4.872 -1.962 3.404
H 5.274 1.912 1.315
H 1.303 -3.022 1.082
H -3.460 1.255 -2.315
H 2.965 -3.733 -3.943
H 2.766 0.360 -2.277
H 1.438 -1.104 2.037
H -0.088 4.544 3.305
H 1.717 -1.342 -5.418

Results
HOMO-LUMO gap: 7.004 eV
ΔE to the lowest compared entry with this formula, charge and spin: 7.01 kcal/mol

(4)
Here is a molecular structure, C46H50N4O6P3ReS2 from the OMol25 dataset. Energies are from the ωB97M-V functional and the def2-TZVPD basis.

CARTESIAN COORDINATES (ANGSTROEM)
Re 0.159 1.457 1.043
S 1.568 2.267 2.648
S 5.000 1.995 2.233
P 3.518 1.681 3.421
P 1.662 0.567 -0.719
P -1.050 2.368 -0.912
O -3.724 0.072 5.509
O -3.170 2.825 4.525
O -0.810 -0.066 1.687
O -0.903 -1.307 -1.187
O -1.252 2.453 2.150
O -2.176 -1.819 3.796
N -2.407 -2.644 -2.354
N -3.626 -3.253 -2.035
N -1.148 1.541 -3.498
N 1.377 0.358 -3.393
C -3.108 3.873 0.082
C 0.397 -4.904 -4.517
C -0.587 1.015 -4.618
C 3.252 -0.007 4.063
C 2.070 -0.733 3.981
C -3.541 1.408 -0.259
C -1.811 1.592 2.951
C -3.495 2.979 -2.198
C 2.548 3.243 7.041
C 3.568 -0.932 0.487
C 4.380 4.543 6.170
C 2.564 2.454 5.908
C 4.266 -1.829 5.270
C 1.984 -2.001 4.536
C 3.489 2.714 4.898
C -2.002 -1.849 -1.263
C -0.315 3.993 -1.279
C 3.030 1.750 -0.952
C -3.070 -1.948 -0.305
C -2.223 -0.623 3.698
C 3.106 -1.575 -1.868
C 3.083 -2.549 5.180
C -1.472 -3.421 -3.096
C -1.623 -4.798 -3.210
C 0.615 0.044 -6.932
C -3.011 0.365 4.603
C -4.029 -2.756 -0.825
C -1.578 0.259 2.738
C -2.726 1.803 4.089
C -0.696 0.569 -6.970
C 1.489 -2.180 -0.069
C 4.353 -0.564 4.716
C -0.387 -2.784 -3.688
C -0.493 1.426 -2.380
C 0.771 0.766 -2.313
C -5.373 -3.092 -0.292
C -0.690 -5.530 -3.930
C 4.398 3.757 5.028
C 3.457 4.288 7.172
C -2.879 2.658 -0.831
C -4.558 -3.433 -3.139
C 0.546 -3.532 -4.387
C 2.468 -1.119 -0.555
C 1.316 -0.001 -5.761
C 0.714 0.472 -4.576
C -1.289 1.057 -5.841
H -3.024 1.021 0.619
H -0.481 4.685 -0.455
H -5.480 -2.702 0.716
H -2.827 4.800 -0.415
H 3.188 -0.501 1.409
H 1.062 -0.327 -7.844
H 3.610 -2.522 -1.662
H 2.368 -1.742 -2.646
H 3.018 -3.537 5.615
H -4.180 3.929 0.283
H 3.962 -1.920 0.736
H 2.084 -3.033 0.265
H -5.528 -4.171 -0.268
H 1.202 -0.319 3.484
H -0.275 -1.720 -3.580
H 3.683 1.756 -0.082
H 1.054 -2.550 4.467
H 4.397 -0.323 0.138
H 3.858 -0.877 -2.238
H -2.451 -5.296 -2.728
H 5.123 -2.253 5.775
H -5.240 -4.248 -2.903
H -3.408 2.157 -2.898
H 0.758 3.892 -1.444
H -6.157 -2.655 -0.914
H -0.769 4.388 -2.189
H 1.123 -5.482 -5.072
H 0.881 -1.842 0.773
H -1.228 0.592 -7.912
H -5.127 -2.522 -3.342
H 2.318 -0.404 -5.704
H -2.282 1.484 -5.850
H -3.993 -3.707 -4.026
H 3.584 1.479 -1.852
H -4.562 1.655 0.036
H 5.117 3.940 4.240
H -2.595 3.805 1.039
H -4.554 3.188 -2.027
H -3.060 3.871 -2.650
H 1.866 1.631 5.811
H -3.057 -1.506 0.674
H 1.395 -3.033 -4.839
H -3.585 0.613 -1.003
H 0.819 -2.505 -0.859
H 1.834 3.043 7.828
H 2.631 2.757 -1.081
H 3.445 4.902 8.062
H 5.281 -0.008 4.785
H 5.090 5.351 6.278
H -0.813 -6.601 -4.018

Results
HOMO-LUMO gap (alpha / beta): 6.651 / 5.986 eV
ΔE to the lowest compared entry with this formula, charge and spin: 51.45 kcal/mol
2S+1: 4
Net charge: +1